{
  "formula": "C4H13N4",
  "method": "wB97M-V/def2-TZVPD",
  "elements": ["H", "H", "H", "H", "H", "H", "H", "N", "H", "N", "N", "H", "C", "H", "C", "N", "C", "H", "C", "H", "H"],
  "coordinates": [[-0.942, 0.641, 1.439], [3.279, -0.152, 0.861], [-2.686, 1.771, -0.113], [0.640, -0.417, -1.662], [-1.719, -2.608, 0.158], [-0.502, -2.030, 1.370], [0.788, 1.755, -0.590], [0.603, 1.160, 0.203], [0.973, -1.938, -0.907], [-0.731, 0.889, 0.379], [2.767, -0.116, 0.042], [3.142, 0.540, -0.567], [-1.324, -1.765, 0.553], [-1.202, 2.690, -0.510], [0.546, -0.936, -0.797], [-0.798, -0.876, -0.442], [-1.623, 1.712, -0.457], [1.161, -0.271, 1.251], [1.375, -0.034, 0.276], [-2.210, -1.257, 0.949], [-1.536, 1.243, -1.435]],
  "homo_lumo_gap_ev": 9.173,
  "e_tot_ha": -378.83704,
  "charge": 1
}

=====

{
  "formula": "C4H13N4O",
  "method": "wB97M-V/def2-TZVPD",
  "elements": ["H", "N", "H", "H", "H", "H", "C", "H", "H", "C", "N", "H", "H", "C", "H", "H", "N", "H", "N", "C", "O", "H"],
  "coordinates": [[0.000, 0.715, 0.254], [0.076, 1.728, 0.319], [-1.492, -4.121, 1.445], [0.814, -0.338, -1.301], [-0.358, -0.004, -2.402], [1.063, 4.262, -1.221], [-1.606, -3.057, 1.334], [1.224, 0.109, -3.100], [0.092, 4.168, 0.123], [-0.483, -2.088, 1.364], [0.568, -2.310, 2.201], [-2.375, -2.593, 1.983], [-2.061, -3.092, 0.315], [0.644, 0.343, -2.151], [1.393, -1.744, 2.163], [1.591, 2.220, -2.402], [0.926, 1.762, -1.798], [0.562, -2.931, 2.990], [0.301, 3.760, -0.779], [0.307, 2.407, -0.838], [-0.463, -1.165, 0.558], [-0.724, 1.970, 0.941]],
  "homo_lumo_gap_ev": 10.339,
  "e_tot_ha": -454.27539,
  "charge": 1
}

=====

{
  "formula": "C4H13N5O",
  "method": "wB97M-V/def2-TZVPD",
  "elements": ["H", "H", "C", "C", "H", "H", "N", "H", "H", "H", "H", "O", "N", "N", "C", "N", "C", "H", "N", "H", "H", "H", "H"],
  "coordinates": [[-1.827, -1.132, -1.856], [0.381, -0.819, -2.360], [2.290, 0.573, -1.699], [-0.419, -0.850, 1.532], [1.502, -0.316, 1.366], [-1.742, 0.520, -2.480], [-1.081, 1.716, 1.458], [2.257, 0.989, -2.706], [-0.924, -2.305, 2.854], [-2.177, -1.414, 2.260], [-1.853, 0.337, -0.782], [0.637, 1.729, -0.486], [-0.905, 0.356, 1.528], [-1.272, -1.816, 2.042], [0.907, 0.690, -1.072], [0.927, -1.000, 1.845], [-1.423, -0.133, -1.669], [2.658, -0.450, -1.762], [0.011, -0.285, -1.583], [1.242, -1.957, 1.812], [2.999, 1.187, -1.149], [-1.904, 2.161, 1.064], [-0.286, 2.218, 1.844]],
  "smiles": "CNC(C)=O.NN=C(N)N",
  "homo_lumo_gap_ev": 7.236,
  "e_tot_ha": -509.10888
}

=====

LUMO values (in eV) by entry order: -4.352; -3.103; 0.834.
M values (in g/mol) by entry order: 117.18; 133.18; 147.18.
ΔE to the lowest compared entry with this formula, charge and spin values (in eV) by entry order: 5.407; 1.425; 4.211.